No. 1
Here is C7H7IrN2O6 as an isolated structure from OMol25. Energies are from ωB97M-V with the def2-TZVPD basis set.

Each line ends with the Mulliken spin population.
Element x y z (Å)
1 O -1.8652 -2.5037 -1.5390  0.02
2 C -1.1908 -1.5698 -1.6471  0.09
3 Ir 0.1058 -0.0729 -1.8591  1.52
4 O 2.3223 -1.4434 -0.0493  0.04
5 C 1.5213 -1.0028 -0.7577  0.02
6 C 1.0830 1.6454 -1.6914  0.08
7 O 1.7242 2.5960 -1.6544  0.03
8 C -1.2766 0.9829 -2.8731  0.67
9 O -1.2733 2.0885 -3.3674  1.10
10 C 0.8631 -0.6485 -3.5489  0.17
11 O 1.3725 -1.0200 -4.5122  0.06
12 H -2.2246 0.4044 -2.9754  0.14
13 C 0.9808 -1.1076 2.9069  0.05
14 N 0.0101 -0.0443 2.8923  0.67
15 C -0.5024 0.4533 1.7435  -0.04
16 N -1.4006 1.4499 1.8780  0.25
17 O -0.1489 0.0018 0.6369  0.05
18 H 1.1956 -1.5621 1.9397  0.01
19 H 0.6133 -1.8761 3.5843  0.05
20 H 1.9325 -0.7271 3.2717  0.07
21 H -0.2886 0.3360 3.7842  -0.03
22 H -1.8209 1.8428 1.0645  -0.01
23 H -1.7326 1.7774 2.7727  -0.01

## Properties
Kohn-Sham gap (spin up / spin down) in eV: 6.215 / 5.864
2S+1: 6
Net charge: +3
M in u: 407.36
Lowest unoccupied orbital energy (spin up / spin down) in eV: -11.39 / -17.11
Energy relative to the best compared isomer or geometry (same formula, charge and spin) in eV: 0.7719
Expectation value of S²: 8.780
E in eV: -25435.9360


No. 2
Here is C7H7IrO6 as an isolated structure from OMol25. Energies are from ωB97M-V with the def2-TZVPD basis set.

Each line ends with the Mulliken spin population.
Element x y z (Å)
1 O -2.7333 -3.3684 0.3018  0.43
2 C -2.2122 -2.4963 -0.2945  0.44
3 Ir -0.5180 -1.5754 -0.9573  1.76
4 O 1.0759 -3.0443 1.2613  0.11
5 C 0.4352 -2.4894 0.4786  0.19
6 C 1.2675 -0.8454 -1.3366  0.15
7 O 2.3591 -0.5110 -1.4313  0.03
8 C -1.0920 0.2972 -1.2777  0.32
9 O -1.1831 1.4320 -1.4797  0.15
10 C -0.6810 -2.5547 -2.6121  0.10
11 O -0.7134 -3.1785 -3.5920  0.12
12 H -2.4847 -1.4677 -0.8448  0.20
13 C 1.3539 2.7991 0.7924  0.08
14 C 0.2560 2.1296 1.5946  0.08
15 O 0.5070 0.7294 1.6357  0.55
16 H 2.3530 2.5297 1.1773  0.03
17 H 1.1959 3.8905 0.7691  0.00
18 H 1.3040 2.4997 -0.2617  0.03
19 H 0.2654 2.5419 2.6100  0.10
20 H -0.7189 2.3219 1.1253  0.14
21 H -0.0362 0.3601 2.3414  -0.01

## Properties
Kohn-Sham gap (spin up / spin down) in eV: 5.741 / 6.654
2S+1: 6
Net charge: +3
M in u: 379.34
Lowest unoccupied orbital energy (spin up / spin down) in eV: -12.65 / -17.66
Energy relative to the best compared isomer or geometry (same formula, charge and spin) in eV: 1.7961
Expectation value of S²: 8.772
E in eV: -22450.9135


No. 3
Here is C7H7LaN2O6 as an isolated structure from OMol25. Energies are from ωB97M-V with the def2-TZVPD basis set.

Each line ends with the Löwdin charge.
Element x y z (Å)
1 O 2.8615 -0.7857 -2.4377  0.18
2 C 2.0455 -0.6385 -1.6407  -0.03
3 La 0.3886 -0.0819 0.2464  1.60
4 O -0.5156 3.1090 -1.5777  0.17
5 C -0.3650 2.0668 -1.1167  -0.03
6 C -1.9914 0.3564 1.5037  -0.01
7 O -2.9811 0.5722 2.0576  0.17
8 C 0.0005 -2.4852 0.9192  -0.38
9 O -0.5016 -2.9438 1.9013  0.01
10 C -1.3362 -1.2238 -1.3771  -0.09
11 O -2.0576 -1.7208 -2.1289  0.16
12 H 1.1529 -2.7601 0.7176  0.08
13 C 3.7908 2.2472 2.9024  -0.01
14 N 2.4817 2.8916 2.9236  0.07
15 C 1.4157 2.4291 2.2787  -0.50
16 N 0.2413 3.1030 2.3192  0.20
17 O 1.4705 1.3217 1.5843  -0.32
18 H 3.8006 1.3590 2.2796  0.09
19 H 4.0816 1.9805 3.9152  0.11
20 H 4.5369 2.9485 2.5379  0.10
21 H 2.3310 3.7439 3.4613  0.18
22 H -0.5742 2.7750 1.8142  0.09
23 H 0.1584 3.9589 2.8781  0.15

## Properties
Kohn-Sham gap (spin up / spin down) in eV: 5.563 / 5.573
Net charge: +2
M in u: 354.05
Lowest unoccupied orbital energy (spin up / spin down) in eV: -9.05 / -9.05
Energy relative to the best compared isomer or geometry (same formula, charge and spin) in eV: 0.0000
E in eV: -23479.5934


No. 4
Here is one molecule with the formula C7H7N from OMol25. Energies are from ωB97M-V with the def2-TZVPD basis set.

Each line ends with the Löwdin charge.
Element x y z (Å)
1 C 1.7153 0.6717 -0.0571  -0.10
2 C 1.7151 -0.8985 0.0395  -0.10
3 C 0.2580 -0.7941 -0.0924  -0.32
4 C -1.9341 -0.9241 0.0142  -0.11
5 C -2.0904 0.4787 -0.0321  -0.08
6 C -0.9858 1.2933 -0.0892  -0.01
7 C 0.1861 0.5774 -0.1148  -0.17
8 H 2.3719 0.9515 -0.8840  0.11
9 H 2.0017 1.1033 0.8809  0.09
10 H 2.3658 -1.3968 -0.7821  0.14
11 H 2.0532 -1.0795 1.0828  0.12
12 H -2.8801 -1.5616 0.1774  0.12
13 H -3.0237 0.9208 0.1077  0.08
14 H -0.9912 2.3452 -0.0840  0.10
15 N -0.7618 -1.6873 -0.1667  0.13

## Properties
Kohn-Sham gap in eV: 9.928
M in u: 105.14
SMILES: c1cnc2c(c1)CC2
Lowest unoccupied orbital energy in eV: 0.76
Energy relative to the best compared isomer or geometry (same formula, charge and spin) in eV: 1.0140
E in eV: -8860.6103


> E of number 1 (C7H7IrN2O6)?

-25435.9360 eV


> Which value of E does entry 1 give?

-25435.9360 eV


> Among the records above, which one has the lowest E?

C7H7IrN2O6


> Look up the energy relative to the best compared isomer or geometry (same formula, charge and spin) of the third one.

0.0000 eV